# 1
Computed, not measured: a cluster of 8 separate species, C26H64F3N17O13P in total at a distorted geometry, with wB97M-V/def2-TZVPD.

Values from the calculation:
Total charge: -1

Cartesian coordinates (Å):
P1 1.2714 3.3391 1.4563
F1 -2.6676 1.8312 -1.7461
F2 1.9791 4.7636 0.8111
F3 0.5267 3.2955 -3.0642
O1 -6.9975 -0.6624 2.6079
O2 5.3188 0.8102 0.4707
O3 1.7254 5.3062 3.4781
O4 3.7437 -4.1285 0.6442
O5 0.4805 1.8718 1.9344
O6 8.4743 -2.8635 2.7125
O7 1.0176 2.8532 -0.2210
O8 -3.0039 -3.2639 -2.9642
O9 -1.6857 -0.0988 -2.0223
O10 4.8602 -3.0874 -2.8182
O11 -1.1431 3.9820 -1.8155
O12 0.5878 -4.6114 -5.4493
O13 -9.4112 1.9527 2.9171
N1 -0.3515 1.7590 -1.6569
N2 3.6978 -3.7108 -4.6672
N3 5.3277 -0.9883 -0.9181
N4 4.7679 -5.6365 1.9967
N5 -4.7364 -3.6789 -4.3640
N6 5.7386 -3.5907 1.5777
N7 -11.5346 1.3072 2.4559
N8 6.6002 0.8732 -1.4015
N9 -0.2568 -2.9483 -6.7410
N10 3.2600 -4.6760 -2.6266
N11 -4.3933 -1.5569 -3.5142
N12 -0.5788 -2.9380 -4.4607
N13 -5.2728 -1.3758 1.2695
N14 -9.9169 -0.2631 2.9599
N15 1.5666 -0.1955 -2.9771
N16 8.4916 -0.9673 1.4637
N17 10.1430 -2.5555 1.2103
C1 8.9971 -2.1688 1.8529
C2 -1.7358 2.0850 1.0040
C3 3.0071 2.6318 1.5311
C4 0.4362 1.5737 -0.3749
C5 -0.0440 -3.5639 -5.5333
C6 -1.5414 1.0675 -1.8054
C7 -4.0829 -0.4500 1.3177
C8 -10.2237 1.0562 2.7920
C9 -2.3441 3.9792 2.6937
C10 -1.5865 -0.7561 2.0638
C11 -2.7938 -1.2772 1.2316
C12 0.6600 6.1446 3.8235
C13 -0.3888 1.3466 0.9316
C14 -7.0026 0.3161 0.4536
C15 0.0393 6.8837 2.6135
C16 5.7127 0.2628 -0.5431
C17 -0.3876 3.1181 -2.0999
C18 3.9966 -3.7824 -3.3391
C19 -3.9796 -2.8593 -3.5647
C20 -6.4635 -0.6003 1.5279
C21 1.6444 0.6182 -0.5990
C22 -2.2491 2.4579 2.4115
C23 4.6921 -4.4253 1.3585
C24 1.4094 3.9225 3.3180
C25 -0.4327 -0.1918 1.2047
C26 1.4580 -0.5683 -1.5550
H1 -12.2224 0.5881 2.3448
H2 -1.1052 -2.0879 -4.5223
H3 -7.9208 0.7677 0.8252
H4 -4.1307 0.1920 0.4310
H5 4.0088 -6.2759 1.8617
H6 -5.5401 -3.3652 -4.8723
H7 -6.3042 1.1188 0.2146
H8 2.5415 -5.2414 -3.0395
H9 7.6482 -0.6455 1.9076
H10 -4.1186 0.1742 2.2059
H11 10.5408 -3.4372 1.4711
H12 0.4630 3.6606 3.8134
H13 0.5004 -0.4184 1.7095
H14 -3.3891 4.2463 2.8823
H15 -10.5936 -0.9925 2.8472
H16 0.6870 -0.3201 -3.4569
H17 -0.1295 5.6178 4.3695
H18 3.4421 -4.7403 -1.6376
H19 2.0321 0.2775 0.3583
H20 -1.6536 3.0038 0.4216
H21 8.9107 -0.3977 0.7541
H22 0.3808 6.4685 1.6690
H23 0.5540 -1.1460 -1.3572
H24 -5.3354 -1.6373 0.2854
H25 -2.0213 4.5731 1.8434
H26 5.6443 -1.4523 -1.7518
H27 6.5289 -3.8164 2.1579
H28 2.2646 -0.7624 -3.4356
H29 -3.2809 2.0977 2.4708
H30 4.6666 -1.4632 -0.3289
H31 -1.7974 4.2443 3.5952
H32 -0.4979 -0.7086 0.2470
H33 -2.5057 1.4926 0.5071
H34 6.9302 0.4445 -2.2446
H35 -0.7661 -2.0912 -6.8368
H36 -1.1834 -1.6429 2.5601
H37 3.0417 1.7167 2.1272
H38 -8.9653 -0.5066 3.2027
H39 3.3565 2.4191 0.5239
H40 -0.4591 -3.3617 -3.5593
H41 0.0661 4.0970 1.4306
H42 0.3074 7.9432 2.6562
H43 4.2053 -3.0478 -5.2205
H44 -4.4550 -4.6386 -4.4309
H45 -1.7132 1.9545 3.2107
H46 -5.1879 -1.2154 -4.0191
H47 -7.2249 -0.2128 -0.4765
H48 -2.4938 -1.4292 0.1932
H49 -11.7969 2.2646 2.3201
H50 3.7116 3.3426 1.9585
H51 1.0643 6.9017 4.5074
H52 -3.8515 -0.9187 -2.9526
H53 6.8959 1.8023 -1.1690
H54 5.7120 -2.6946 1.1261
H55 -3.0553 -2.2691 1.6081
H56 2.2863 -1.2579 -1.3575
H57 5.5331 -5.8962 2.5884
H58 2.1940 3.3685 3.8440
H59 2.9859 -4.2754 -5.0950
H60 -1.9056 -0.0902 2.8614
H61 0.1257 -3.3876 -7.5558
H62 -1.0511 6.8544 2.6903
H63 10.5878 -2.0056 0.5014
H64 2.4126 1.2501 -1.0371



# 2
Computed, not measured: the ion C5H15N2 with charge +1 at a distorted geometry, with wB97M-V/def2-TZVPD.

Values from the calculation:
Total charge: +1
SMILES: CC[C@@H]([NH3+])[C@@H](C)N
Energy above the lowest of the compared OMol25 structures with the same formula, charge and spin, kcal per mole: 35.0

Cartesian coordinates (Å):
N1 0.2048 1.0476 -1.6497
N2 2.2389 0.4382 -0.1261
C1 -1.5051 0.8551 0.1273
C2 -0.1774 0.1067 -0.5963
C3 1.0282 -0.2016 0.4137
C4 1.0610 -1.7709 0.4314
C5 -2.2914 -0.0440 1.0570
H1 1.8524 -2.3043 1.0586
H2 -1.5668 -0.5290 1.6950
H3 1.1889 -2.2231 -0.5954
H4 -2.0975 1.2543 -0.7279
H5 -3.0505 0.6388 1.5250
H6 0.0581 0.5877 -2.6382
H7 -2.8954 -0.8639 0.7526
H8 2.9383 -0.2979 -0.0068
H9 0.8521 0.1505 1.4738
H10 -0.3069 1.9288 -1.7467
H11 -0.3374 -0.8040 -1.1239
H12 1.2752 1.1427 -1.4227
H13 -1.0843 1.6651 0.7510
H14 2.5972 1.1769 0.5364
H15 0.0176 -1.9537 0.8117



# 3
Computed, not measured: the ion C41H49N4O4 with charge +1 at a distorted geometry, with wB97M-V/def2-TZVPD.

Values from the calculation:
Total charge: +1

Cartesian coordinates (Å):
O1 -1.5643 -6.0449 -0.3190
O2 -6.6530 4.5488 3.7076
O3 2.1331 -3.2325 -3.3368
O4 7.8360 4.0996 3.6581
N1 -4.4862 2.8145 3.1753
N2 5.3145 2.7838 3.3320
N3 0.3629 -0.8380 0.7903
N4 -0.3752 -0.8543 -4.3633
C1 2.8652 2.4859 3.6767
C2 5.6925 3.3269 4.6483
C3 2.8701 0.2921 1.9561
C4 -0.3115 -1.9392 -6.7454
C5 0.8264 -1.6806 -4.4842
C6 -1.0260 -4.8241 -0.0720
C7 -6.3181 3.5693 4.6876
C8 0.3502 -0.1735 2.1381
C9 -4.8757 3.8383 2.2079
C10 -0.3580 0.1896 -5.4199
C11 -1.6126 -2.3703 -5.9830
C12 -1.0437 1.9718 2.0197
C13 0.8555 -2.6169 -3.2473
C14 -6.3601 4.1409 2.3690
C15 1.6815 1.7940 3.3338
C16 4.1204 2.0814 3.1269
C17 1.6288 0.7051 2.4355
C18 -1.1209 -4.2867 1.2347
C19 7.3446 3.8639 2.3457
C20 -0.0415 -2.1820 0.5450
C21 0.9073 -2.3558 -5.8821
C22 0.9438 -0.6428 -1.5775
C23 -4.8837 3.0560 4.5627
C24 -1.6290 -1.6882 -4.6109
C25 6.3373 2.7156 2.2920
C26 -1.6698 -6.6452 -1.6492
C27 -3.0831 0.8390 3.4985
C28 0.1235 -2.7521 -0.7771
C29 6.8321 4.3539 4.6287
C30 -2.2067 2.7014 2.2423
C31 0.8221 -0.1307 -0.2812
C32 -1.9760 0.0780 3.1538
C33 -1.7394 -3.8811 -5.8786
C34 -2.6845 -4.4590 -5.1164
C35 -0.3591 -4.0599 -1.0366
C36 -3.2740 2.1383 2.9704
C37 -0.3316 -0.4051 -6.8389
C38 -0.6543 -3.0084 1.5301
C39 -0.9557 0.6380 2.3972
C40 4.0650 0.9762 2.2247
C41 0.6435 -1.9631 -1.8540
H1 -0.6828 -6.9100 -2.0506
H2 -0.1795 2.4630 1.5999
H3 -7.0149 2.7125 4.6330
H4 1.7026 -1.0203 -4.3792
H5 2.2413 -3.9117 -2.6488
H6 -2.2005 -5.9903 -2.3528
H7 -4.2959 4.7642 2.3749
H8 -1.2202 -0.0608 -7.3867
H9 0.3134 -0.9358 2.9481
H10 6.8978 1.7675 2.3439
H11 5.8614 2.7564 1.3094
H12 -1.8329 -0.9420 3.4746
H13 -4.7857 2.1308 5.1398
H14 -4.6963 3.4849 1.1883
H15 -1.5737 -4.9228 1.9857
H16 7.3865 4.3179 5.5765
H17 2.9178 -0.6421 1.4025
H18 -6.6496 5.0013 1.7473
H19 6.8913 4.7774 1.9211
H20 -3.7921 0.4166 4.1990
H21 6.4154 5.3655 4.4919
H22 -0.8020 -2.6555 2.5543
H23 0.5148 0.8432 -5.2478
H24 2.8109 3.3462 4.3672
H25 -0.2239 -4.4884 -2.0276
H26 1.2612 0.0206 -2.3955
H27 1.0102 -3.4472 -5.8155
H28 0.7649 2.0968 3.8324
H29 4.9930 0.6086 1.7599
H30 -0.2971 -2.4073 -7.7352
H31 -6.4266 4.0887 5.6522
H32 4.8160 3.7901 5.1086
H33 -1.2727 0.7911 -5.2768
H34 -2.2394 3.7503 1.9513
H35 -2.4829 -1.9667 -6.5403
H36 6.0194 2.5163 5.3280
H37 -2.2505 -7.5614 -1.4996
H38 -1.7809 -2.3836 -3.7798
H39 1.8107 -1.9512 -6.3593
H40 -2.8187 -5.5296 -5.0935
H41 0.0458 -3.3500 -3.4619
H42 -6.9488 3.2491 2.0806
H43 -4.2157 3.8196 5.0119
H44 -1.0686 -4.4546 -6.5341
H45 -2.4411 -0.9490 -4.6156
H46 8.2509 3.6155 1.7774
H47 1.1245 0.9131 -0.0591
H48 -3.3815 -3.8572 -4.5547
H49 0.5619 -0.0370 -7.3604



# 4
Computed, not measured: a structure of composition C5H8N at a distorted geometry, with wB97M-V/def2-TZVPD.

Values from the calculation:
Total charge: +1
Energy above the lowest of the compared OMol25 structures with the same formula, charge and spin, kcal per mole: 124.2

Cartesian coordinates (Å):
N1 -0.7792 1.1458 0.4692
C1 -0.4160 -1.5798 -0.8140
C2 0.4294 -0.8880 -0.0192
C3 -0.4193 0.4573 -1.8925
C4 -0.1163 0.3024 -0.5876
C5 1.2174 -1.0913 1.1501
H1 -1.5832 0.6706 0.8948
H2 -0.0011 -0.0347 -2.7298
H3 -0.1237 1.2785 1.1601
H4 0.8075 -2.0399 1.5973
H5 2.3136 -1.1835 1.0191
H6 -1.1604 1.1896 -2.1771
H7 0.9348 -0.2139 1.8215
H8 -1.1035 1.9869 0.1081



Number 1: frontier orbital gap 5.94 eV. Number 2: frontier orbital gap 11.69 eV. Number 3: frontier orbital gap 6.09 eV. Number 4: frontier orbital gap 10.13 eV.